A molecular structure, C28H43F3I2N3O4PS3, computed with ωB97M-V/def2-TZVPD.

```
87
Properties=species:S:1:pos:R:3:forces:R:3
C 7.4924 0.1951 1.2153 0.0828 0.5904 -0.0409
C 6.6224 -0.4207 0.0027 1.0556 1.4380 -0.8829
N 6.4381 -1.9036 0.0448 -1.2391 0.3608 3.2745
C 7.7602 -2.5946 0.1093 1.6691 -0.3912 -1.2585
C 7.7938 -4.0134 -0.6914 0.7374 0.1985 0.5177
C 5.5188 -2.3335 1.0955 0.0112 -1.4817 0.2616
S 5.7350 -3.7503 2.0173 -0.0553 1.6669 -1.4666
S 3.9622 -1.3645 1.4983 0.9017 0.0802 -0.9093
C 2.6451 -2.5275 2.0981 0.4098 -1.6907 1.1967
C 1.3936 -1.7846 2.7794 0.0936 -0.5563 0.3971
C 0.1211 -1.5723 1.8141 0.0963 1.2648 -0.3832
C 0.4696 -1.5729 0.2451 1.2446 1.8481 -2.4067
C 0.1182 -2.7958 -0.7269 1.8521 3.1491 -2.2624
C -0.6494 -4.0683 -0.1462 1.7574 0.6077 0.0992
I -2.7910 -3.8525 -0.6638 0.9563 -0.1527 0.2796
C -0.0407 -5.4931 -0.5681 -2.6774 -0.9056 0.5663
C -0.6948 -6.5899 0.4524 0.2298 -0.6093 -1.3864
I 2.1277 -5.6411 -0.4517 -0.7382 0.1644 0.0139
C 0.5427 -2.6038 -2.2229 0.5029 1.0873 2.5429
P 0.1881 -3.9108 -3.5313 -3.1724 0.2539 -0.6390
O -1.3272 -4.0654 -3.7817 2.9381 0.0406 0.7494
C 1.2666 -1.2814 -2.7387 0.8814 1.8293 0.0386
N 1.7062 -0.9518 -4.0840 -0.5294 1.1826 4.2909
S 2.3637 0.6251 -4.0064 -1.0962 -1.8144 2.0422
N 2.2419 1.0997 -2.3622 -2.2342 -5.4538 -0.7430
C 1.6126 -0.0738 -1.7895 -0.8826 -1.1155 0.8235
C 1.1829 -0.2744 -0.2828 -0.7296 -2.1342 -0.0298
C 1.4973 0.9859 0.6947 -0.9078 -0.5959 -1.4126
C 0.3444 2.1030 0.3943 -0.0921 -0.0547 0.2820
O -0.6776 1.6572 -0.5168 0.4110 0.2663 1.0005
C -0.3880 2.6407 1.7136 -0.7467 1.9161 -0.1509
F -1.3439 1.7240 2.2668 2.7357 2.0662 -0.9632
F -1.1611 3.7949 1.3103 1.7134 -2.7024 1.3276
F 0.5341 3.1138 2.7045 -2.5188 -1.5908 -2.1571
H 6.8542 0.9568 1.7818 0.9495 -1.0687 -0.7176
H 7.8690 -0.5706 1.9746 -0.6215 0.9297 -1.1743
H 8.4098 0.7576 0.7831 -1.5320 -0.9752 0.8124
H 5.6546 0.1816 -0.0910 1.0947 -1.3554 0.1694
H 7.2221 -0.2006 -0.9660 -1.1657 -0.4645 1.5081
H 8.5047 -1.9141 -0.4650 -1.3871 -0.9292 0.9783
H 8.1998 -2.6771 1.1739 -1.0803 -0.0602 -1.5784
H 6.7672 -4.2828 -1.1129 1.4891 0.3340 0.7152
H 8.1962 -4.8248 0.0206 -0.9744 1.1375 -1.1343
H 8.5677 -3.9498 -1.5496 -1.4277 -0.0007 1.2767
H 2.3795 -3.2365 1.2418 0.0950 1.1795 1.1623
H 3.1136 -3.1946 2.9240 -0.5750 1.1761 -1.4834
H 1.0382 -2.4800 3.6377 0.6819 1.1305 -1.4220
H 1.7275 -0.8130 3.3183 -0.5241 -1.5328 -1.1223
H -0.7121 -2.2922 2.1145 1.2037 0.9100 -0.7449
H -0.2854 -0.5092 2.0422 0.4473 -1.8777 -0.3823
H -0.6372 -4.0441 1.0121 0.0819 0.1457 -2.0871
H -0.3763 -5.8461 -1.6191 0.7118 0.9498 1.7129
H -0.3960 -7.6173 0.0038 -0.3608 1.5945 1.1370
H -0.3153 -6.4766 1.5247 -0.5812 -0.1391 -1.5737
H -1.8519 -6.5687 0.3799 1.9622 0.2795 0.2765
H 0.8242 -5.1698 -3.1781 -0.0570 1.1203 -0.1355
H 0.8141 -3.5098 -4.7687 0.2024 -0.0282 1.0781
H 1.5167 0.6984 1.7981 0.2270 0.4403 -1.6880
H 2.4742 1.4316 0.3047 -1.2267 -0.7370 0.9761
H 0.8431 3.0175 -0.1081 -1.0046 -1.4656 0.9624
H -1.2624 0.9763 -0.1149 0.7656 0.5282 -0.1282
C -4.3526 2.5131 1.9199 0.4010 -0.0229 -0.1885
C -5.4690 3.5301 1.9867 -0.1771 0.2924 0.3094
C -6.5525 2.8629 1.1634 -0.1928 -0.1191 -0.2749
O -6.3812 1.4480 1.3197 0.2314 0.2149 0.0926
C -5.1164 1.2041 1.9496 -0.2118 -0.2175 0.1576
H -3.6284 2.6019 2.7307 -0.0847 -0.0145 -0.0872
H -3.8169 2.6119 0.9696 0.0204 0.0002 0.0917
H -5.8045 3.6452 3.0229 0.0087 0.0375 -0.0800
H -5.1904 4.5150 1.6071 -0.0316 -0.0708 0.0064
H -6.4444 3.0976 0.0996 -0.0606 0.0838 0.0420
H -7.5577 3.1488 1.4829 0.0168 -0.1264 -0.0427
H -5.3112 0.8817 2.9784 0.1030 -0.0385 0.0125
H -4.5934 0.4002 1.4258 -0.1291 -0.0128 -0.0190
C -5.4775 5.1952 -1.6151 0.3191 -0.0619 0.3515
C -6.9035 5.6692 -1.7815 -0.4277 -0.2180 -0.0936
C -6.7106 7.0278 -2.4256 0.0929 0.3536 -0.0348
O -5.5087 6.9512 -3.2038 -0.1127 -0.2259 0.2418
C -4.8150 5.7432 -2.8632 0.0807 0.0219 -0.3675
H -5.3823 4.1120 -1.5234 0.0413 0.0912 -0.0575
H -5.0351 5.6550 -0.7247 0.0076 -0.0648 -0.0519
H -7.4381 5.0030 -2.4668 -0.0007 0.0526 0.0730
H -7.4636 5.7167 -0.8456 0.0282 0.0216 -0.0684
H -6.5719 7.8096 -1.6710 -0.1037 -0.0011 0.0312
H -7.5474 7.3095 -3.0691 0.1244 0.0302 -0.0294
H -4.9183 5.0491 -3.7043 0.0751 -0.0676 0.0512
H -3.7539 5.9570 -2.7164 -0.0727 0.0786 -0.0708
```
Forces are in eV/Å.

Its multiplicity is 1. Its energy above the lowest of the compared OMol25 structures with the same formula, charge and spin is 8.202 eV. The HOMO energy is -8.5 eV. The molar mass comes out at 923.646 g mol⁻¹. As for the LUMO energy: -1.9 eV.

Löwdin atomic charge list, values in e, 8 entries: C -0.10; C -0.26; N -0.20; C -0.29; C -0.11; C -0.94; S 0.61; S 0.81